Model A:
Formula: C4H10NOS
Source: OMol25
Level of theory: ωB97M-V with the def2-TZVPD basis set

```
17
C4H10NOS | OMol25 | ωB97M-V with the def2-TZVPD basis set
C -0.8546 0.8352 0.7200
C 0.0612 0.4914 -0.4957
C -0.5251 -0.6884 -1.2760
S -2.1798 -0.4572 -2.0140
N 1.4364 0.2730 -0.0510
C 1.5772 -0.8575 0.9592
O 1.5433 -0.2069 2.1637
H -0.3322 1.5642 1.3365
H -1.7673 1.3551 0.3943
H -1.1191 -0.0262 1.3258
H 0.1200 1.3514 -1.1698
H 0.0022 -0.5272 -2.2216
H -0.3473 -1.6055 -0.7340
H -2.7246 0.4075 -1.1490
H 1.6986 1.0751 0.5006
H 0.8312 -1.6502 0.7390
H 2.5799 -1.3337 0.9719
```

The total charge is -1. Its SMILES is C[C@H](CS)NC[O-]. The value obtained for the HOMO-LUMO gap is 5.531 eV. The calculation puts the HOMO energy at -0.09021 Eh.

Löwdin charges in e: number 1, C, carries -0.10; number 2, C, carries -0.49; number 3, C, carries -0.53; number 4, S, carries 0.65; number 5, N, carries -0.05; number 6, C, carries -0.50; number 7, O, carries -0.39; number 8, H, carries 0.06; number 9, H, carries 0.04; number 10, H, carries 0.08; number 11, H, carries 0.12; number 12, H, carries 0.04; number 13, H, carries 0.05; number 14, H, carries -0.18; number 15, H, carries 0.07; number 16, H, carries 0.06; number 17, H, carries 0.06

***

Model B:
Formula: C4H10NOS
Source: OMol25
Level of theory: ωB97M-V with the def2-TZVPD basis set

```
17
C4H10NOS | OMol25 | ωB97M-V with the def2-TZVPD basis set
C 1.3796 -0.8066 0.0018
N 0.3017 -0.1795 -0.7267
C -0.9551 -0.2174 0.0654
C -0.7630 0.0243 1.4331
S 4.1233 -1.3517 -1.0725
C -2.0324 -0.5734 -0.7332
O -0.3392 2.9975 0.2453
H 2.2596 -0.8577 -0.7156
H 1.8450 -0.1993 0.7727
H 1.2786 -1.8479 0.2917
H 0.0974 -0.7327 -1.5440
H -0.9076 2.4938 0.8413
H 0.1093 0.6385 1.6133
H -1.4561 -0.2538 2.2145
H -0.1760 2.3766 -0.4750
H -1.7919 -0.5037 -1.7897
H -2.9732 -1.0072 -0.4223
```

The total charge is -1. The value obtained for the HOMO-LUMO gap is 3.345 eV. The calculation puts the HOMO energy at -0.09147 Eh.

Löwdin charges in e: number 1, C, carries -0.22; number 2, N, carries -0.07; number 3, C, carries -0.52; number 4, C, carries -0.05; number 5, S, carries -0.17; number 6, C, carries -0.04; number 7, O, carries -0.09; number 8, H, carries -0.16; number 9, H, carries 0.07; number 10, H, carries 0.09; number 11, H, carries 0.08; number 12, H, carries 0.00; number 13, H, carries 0.02; number 14, H, carries 0.02; number 15, H, carries 0.01; number 16, H, carries 0.01; number 17, H, carries 0.01

***

Model C:
Formula: C4H10NOS
Source: OMol25
Level of theory: ωB97M-V with the def2-TZVPD basis set

```
17
C4H10NOS | OMol25 | ωB97M-V with the def2-TZVPD basis set
C -1.8296 0.1440 0.8026
O -2.8035 0.9735 0.5164
C -0.4886 0.4664 0.0562
C 0.4766 -0.6921 0.0916
C 1.8173 -0.4888 -0.5853
S 2.9109 0.7337 0.2812
N -0.8199 0.8197 -1.3337
H -1.5409 0.1674 1.9190
H -1.9390 -0.9987 0.6511
H -0.0485 1.3433 0.5401
H 0.5464 -1.0618 1.1159
H 0.0040 -1.5594 -0.3997
H 1.6628 -0.1717 -1.6171
H 2.4168 -1.3962 -0.6866
H 2.5844 0.4492 1.5624
H -1.2299 -0.0189 -1.7513
H -1.7194 1.2904 -1.1628
```

The total charge is -1. Its SMILES is N[C@@H](C[O-])CCS. The value obtained for the HOMO-LUMO gap is 5.934 eV. The calculation puts the HOMO energy at -0.10172 Eh.

Löwdin charges in e: number 1, C, carries -0.55; number 2, O, carries -0.32; number 3, C, carries -0.45; number 4, C, carries -0.30; number 5, C, carries -0.55; number 6, S, carries 0.62; number 7, N, carries 0.01; number 8, H, carries 0.08; number 9, H, carries 0.09; number 10, H, carries 0.12; number 11, H, carries 0.10; number 12, H, carries 0.10; number 13, H, carries 0.06; number 14, H, carries 0.05; number 15, H, carries -0.16; number 16, H, carries 0.06; number 17, H, carries 0.04

***

Going by the computed energies, the most stable comes first: model C, model A, model B.